DFT (ωB97M-V/def2-TZVPD) results for an isolated molecule of C6H12O.

Calculated values
- HOMO: -9.7 eV
- Energy: -8463.6229 eV
- SMILES: CCC(C=O)CC
- Energy above the lowest of the compared OMol25 structures with the same formula, charge and spin: 70.5 kJ/mol
- Molecular weight: 100.16 g mol⁻¹
- Strongest force on any atom: 0.490 eV/A
- Frontier orbital gap: 0.3943 hartree

```
! wB97M-V def2-TZVPD RIJCOSX def2/J DEFGRID3
* xyz 0 1
C -2.441 -0.797 0.372
C -1.135 -0.976 -0.401
C -0.097 0.018 0.210
C -0.388 1.451 -0.175
O -0.865 2.282 0.559
C 1.368 -0.295 -0.181
C 2.558 0.663 0.112
H -3.295 -1.334 -0.046
H -2.295 -1.142 1.401
H -2.686 0.269 0.411
H -0.780 -2.018 -0.321
H -1.286 -0.798 -1.478
H -0.230 -0.025 1.299
H -0.068 1.740 -1.199
H 1.391 -0.396 -1.269
H 1.595 -1.274 0.258
H 3.425 0.011 0.265
H 2.419 1.360 0.954
H 2.810 1.261 -0.770
*
```



DFT (ωB97M-V/def2-TZVPD) results for a structure of composition C6H12O.

Calculated values
- HOMO: -7.7 eV
- Energy: -8460.1550 eV
- Energy above the lowest of the compared OMol25 structures with the same formula, charge and spin: 405.1 kJ/mol
- Molecular weight: 100.16 g mol⁻¹
- Strongest force on any atom: 0.307 eV/A
- Frontier orbital gap: 0.3118 hartree

```
! wB97M-V def2-TZVPD RIJCOSX def2/J DEFGRID3
* xyz 0 1
C -1.241 0.861 1.660
C -0.471 -0.348 1.134
C 0.188 -0.161 -0.225
C 0.950 1.150 -0.353
C 0.965 -1.367 -0.751
C 0.523 -1.116 -2.202
O -0.853 -0.220 -1.288
H -1.999 1.186 0.939
H -0.578 1.709 1.865
H -1.752 0.614 2.596
H -1.130 -1.224 1.081
H 0.333 -0.608 1.833
H 0.256 1.994 -0.468
H 1.537 1.332 0.551
H 1.608 1.112 -1.225
H 0.609 -2.292 -0.272
H 2.047 -1.280 -0.594
H -0.090 -1.971 -2.533
H -0.900 0.629 -1.748
*
```



DFT (ωB97M-V/def2-TZVPD) results for an isolated molecule of C6H12O.

Calculated values
- HOMO: -9.3 eV
- Energy: -8462.9953 eV
- SMILES: CC[C@@]1(C)C[C@H]1O
- Energy above the lowest of the compared OMol25 structures with the same formula, charge and spin: 131.1 kJ/mol
- Molecular weight: 100.16 g mol⁻¹
- Strongest force on any atom: 0.342 eV/A
- Frontier orbital gap: 0.3764 hartree

```
! wB97M-V def2-TZVPD RIJCOSX def2/J DEFGRID3
* xyz 0 1
C 0.212 -0.523 -1.922
C -0.372 -1.049 -0.597
C -0.335 0.029 0.482
C -1.486 1.029 0.417
C 0.252 -0.111 1.877
C 1.053 0.534 0.804
O 2.154 -0.260 0.451
H 1.301 -0.421 -1.875
H -0.188 0.463 -2.183
H 0.005 -1.202 -2.755
H 0.179 -1.942 -0.287
H -1.410 -1.355 -0.777
H -1.384 1.744 -0.406
H -2.441 0.503 0.287
H -1.577 1.603 1.346
H 0.648 -1.049 2.253
H -0.167 0.546 2.635
H 1.226 1.609 0.779
H 2.410 -0.068 -0.458
*
```



DFT (ωB97M-V/def2-TZVPD) results for an isolated molecule of C6H12O.

Calculated values
- HOMO: -9.6 eV
- Energy: -8463.1250 eV
- SMILES: CCC[C@H]1C[C@H]1O
- Energy above the lowest of the compared OMol25 structures with the same formula, charge and spin: 118.6 kJ/mol
- Molecular weight: 100.16 g mol⁻¹
- Strongest force on any atom: 0.324 eV/A
- Frontier orbital gap: 0.3904 hartree

```
! wB97M-V def2-TZVPD RIJCOSX def2/J DEFGRID3
* xyz 0 1
C -2.838 0.183 -0.061
C -1.489 0.423 0.611
C -0.310 -0.019 -0.260
C 1.029 0.210 0.421
C 1.973 -0.940 0.688
C 2.303 0.061 -0.365
O 2.229 -0.386 -1.686
H -2.879 0.682 -1.037
H -3.009 -0.887 -0.225
H -3.668 0.566 0.544
H -1.452 -0.097 1.578
H -1.382 1.493 0.837
H -0.348 0.533 -1.212
H -0.422 -1.077 -0.530
H 1.025 1.011 1.161
H 1.666 -1.918 0.326
H 2.562 -0.952 1.601
H 3.111 0.768 -0.170
H 1.900 0.347 -2.222
*
```



DFT (ωB97M-V/def2-TZVPD) results for an isolated molecule of C6H12O.

Calculated values
- HOMO: -8.3 eV
- Energy: -8460.4935 eV
- Energy above the lowest of the compared OMol25 structures with the same formula, charge and spin: 372.5 kJ/mol
- Molecular weight: 100.16 g mol⁻¹
- Strongest force on any atom: 0.376 eV/A
- Frontier orbital gap: 0.3312 hartree

```
! wB97M-V def2-TZVPD RIJCOSX def2/J DEFGRID3
* xyz 0 1
C 2.323 0.174 -0.314
C 1.114 -0.225 0.514
O 1.574 -0.348 1.850
C -0.013 0.806 0.432
C -0.777 0.793 -0.932
C -2.083 0.526 -0.300
C -2.364 -0.935 -0.222
H 2.064 0.285 -1.372
H 3.106 -0.584 -0.221
H 2.721 1.125 0.055
H 0.733 -1.194 0.151
H 0.843 -0.680 2.386
H 0.371 1.810 0.634
H -0.369 0.005 -1.589
H -0.704 1.765 -1.426
H -0.724 0.612 1.254
H -1.546 -1.641 -0.450
H -3.120 -1.051 -1.018
H -2.877 -1.223 0.702
*
```



DFT (ωB97M-V/def2-TZVPD) results for an isolated molecule of C6H12O at a distorted geometry.

Calculated values
- HOMO: -8.6 eV
- Energy: -8461.9626 eV
- SMILES: C=C(C)C[C@@H](C)O
- Energy above the lowest of the compared OMol25 structures with the same formula, charge and spin: 230.7 kJ/mol
- Molecular weight: 100.16 g mol⁻¹
- Strongest force on any atom: 4.020 eV/A
- Frontier orbital gap: 0.3495 hartree

```
! wB97M-V def2-TZVPD RIJCOSX def2/J DEFGRID3
* xyz 0 1
C -0.154 -1.144 1.762
C -0.568 -0.264 0.805
C -2.057 -0.022 0.710
C 0.415 0.889 0.370
C 0.789 0.647 -1.067
C 1.966 -0.235 -1.392
O -0.515 -0.237 -1.434
H 0.857 -1.149 2.154
H -0.852 -1.602 2.455
H -2.303 0.926 0.225
H -2.488 -0.807 0.082
H -2.563 -0.092 1.678
H 1.309 0.880 1.001
H -0.092 1.847 0.512
H 0.773 1.557 -1.667
H 2.910 0.219 -1.072
H 2.006 -0.443 -2.465
H 1.872 -1.211 -0.909
H -1.304 0.241 -1.749
*
```



DFT (ωB97M-V/def2-TZVPD) results for a cluster of 2 separate species, C6H12O in total at a distorted geometry.

Calculated values
- HOMO: -7.2 eV
- Energy: -8457.6709 eV
- Energy above the lowest of the compared OMol25 structures with the same formula, charge and spin: 644.8 kJ/mol
- Molecular weight: 100.16 g mol⁻¹
- Strongest force on any atom: 9.354 eV/A
- Frontier orbital gap: 0.2935 hartree

```
! wB97M-V def2-TZVPD RIJCOSX def2/J DEFGRID3
* xyz 0 1
C -1.754 -0.866 -0.627
C -0.864 0.129 0.084
C -1.708 0.984 1.004
C 0.230 -0.518 0.853
O 1.185 -1.215 0.066
C 1.876 -0.074 0.390
C 2.764 0.353 -0.656
H -2.544 -0.383 -1.212
H -1.131 -1.477 -1.282
H -2.208 -1.534 0.114
H -0.466 0.795 -0.686
H -2.121 0.355 1.801
H -2.525 1.471 0.462
H -1.069 1.734 1.477
H -0.104 -1.233 1.607
H 1.551 -0.135 1.899
H 2.237 0.010 -1.557
H 3.824 0.109 -0.630
H 2.760 1.453 -0.660
*
```



DFT (ωB97M-V/def2-TZVPD) results for a cluster of 2 separate species, C6H12O in total at a distorted geometry.

Calculated values
- HOMO: -8.1 eV
- Energy: -8462.3880 eV
- SMILES: C=C/C(C)=C/C.O
- Energy above the lowest of the compared OMol25 structures with the same formula, charge and spin: 189.7 kJ/mol
- Molecular weight: 100.16 g mol⁻¹
- Strongest force on any atom: 1.757 eV/A
- Frontier orbital gap: 0.3265 hartree

```
! wB97M-V def2-TZVPD RIJCOSX def2/J DEFGRID3
* xyz 0 1
C -1.975 -0.618 -0.059
C -0.674 -0.561 -0.303
C 0.332 0.197 0.489
C 1.614 0.404 -0.272
C 0.225 0.378 1.802
C 1.329 0.538 2.809
H -2.508 0.006 0.634
H -2.566 -1.322 -0.630
H -0.280 -1.233 -1.045
H 1.517 0.475 -1.345
H 2.143 1.291 0.094
H 2.365 -0.378 -0.076
H -0.762 0.499 2.243
H 0.904 0.808 3.769
H 1.963 -0.342 2.882
H 2.061 1.306 2.525
O -0.989 -0.445 -3.509
H -1.101 0.511 -3.497
H -1.348 -0.722 -4.365
*
```